Density functional theory data (ωB97M-V/def2-TZVPD) for a structure of composition C6H2N in a non-equilibrium geometry.

Values from the calculation:
- LUMO level (alpha / beta): -7.629 / -7.980 eV
- HOMO level (alpha / beta): -15.96 / -16.02 eV
- Energy relative to the best compared isomer or geometry (same formula, charge and spin): 325.4 kJ/mol

```
! RIJCOSX wB97M-V def2-TZVPD def2/J DEFGRID3
* xyz 1 1
C -0.570 1.452 -0.022
C 0.727 -1.584 0.242
C -0.339 0.099 -0.496
C 1.763 -0.748 0.247
N 0.657 1.634 0.271
H -1.480 -1.942 -0.140
H -1.372 2.000 0.201
C -0.547 -1.255 -0.121
C 1.162 0.344 -0.181
*
```

Density functional theory data (ωB97M-V/def2-TZVPD) for the molecule C6H2N2O4 in a non-equilibrium geometry.

Values from the calculation:
- LUMO level (alpha / beta): -1.871 / -1.871 eV
- HOMO level (alpha / beta): -10.03 / -10.03 eV
- Structure (SMILES): O=[N+]([O-])c1cc2cc-2c1[N+](=O)[O-]
- Energy relative to the best compared isomer or geometry (same formula, charge and spin): 123.9 kJ/mol

```
! RIJCOSX wB97M-V def2-TZVPD def2/J DEFGRID3
* xyz 0 1
O -3.959 1.154 0.433
H 1.616 1.976 0.557
C -0.415 -1.003 0.555
N -2.909 -1.591 -0.067
N -3.123 1.478 -0.361
O -3.632 -1.159 -0.914
H 0.003 -1.968 0.880
C -0.611 1.417 0.042
O -2.999 -2.503 0.770
O -3.320 2.183 -1.286
C 0.780 1.374 0.400
C -1.746 -0.830 0.120
C 0.284 0.151 0.519
C -1.840 0.891 -0.168
*
```

Density functional theory data (ωB97M-V/def2-TZVPD) for the molecule C6H2N6O3 in a non-equilibrium geometry.

Values from the calculation:
- LUMO level: -0.689 eV
- HOMO level: -10.50 eV
- Structure (SMILES): N=C=NC(=O)N=C=NC(=O)N=C=NC=O

```
! RIJCOSX wB97M-V def2-TZVPD def2/J DEFGRID3
* xyz 0 1
H -4.848 -1.653 -0.499
O 4.689 0.786 -0.101
O -0.210 -3.139 -0.440
N 0.451 -1.068 0.242
H -1.064 1.595 1.068
C -0.457 -2.045 -0.052
C 1.640 -0.831 0.159
O -1.602 3.223 0.081
N 2.661 1.695 -0.380
C 1.458 1.923 -0.242
C 3.531 0.653 -0.129
N 0.347 2.333 -0.391
C -2.855 -1.777 -0.030
N -4.016 -1.932 0.139
N 2.824 -0.560 0.075
N -1.691 -1.557 0.171
C -0.859 2.353 0.329
*
```

Density functional theory data (ωB97M-V/def2-TZVPD) for a cluster of 10 separate species, C6H32O10 in total in a non-equilibrium geometry.

Values from the calculation:
- LUMO level: 0.388 eV
- HOMO level: -9.99 eV
- Structure (SMILES): CO.CO.CO.CO.CO.CO.O.O.O.O
- Energy relative to the best compared isomer or geometry (same formula, charge and spin): 356.2 kJ/mol

```
! RIJCOSX wB97M-V def2-TZVPD def2/J DEFGRID3
* xyz 0 1
H 1.839 -3.261 3.709
C 0.641 -0.276 -0.179
H 0.200 -0.474 5.144
H 1.283 -1.858 3.457
H -2.816 -3.431 -1.716
O -0.190 -0.020 0.965
C -2.782 1.112 3.122
O 1.718 -3.189 -2.282
H 3.520 1.011 -2.498
H -1.575 1.564 -3.776
C 0.964 3.894 -0.003
O 0.037 -0.404 4.200
H -1.800 0.627 0.173
O -2.387 0.995 -0.503
H 0.336 -1.131 -0.787
O -3.482 -1.466 -1.451
H -3.798 -1.524 -2.355
H -2.645 2.344 4.645
H -2.923 0.241 -0.800
O 5.104 1.872 -1.362
H 0.966 -5.126 -2.532
H -0.231 -3.838 -2.756
H 2.595 4.761 -0.684
H 1.020 -4.106 -3.964
H -0.106 4.010 -0.180
C 0.826 -4.100 -2.892
H 5.325 0.998 -1.032
O -2.094 1.650 4.278
H -2.622 -2.742 -0.108
H -2.580 0.043 3.145
H -0.780 0.108 4.133
H 0.502 0.614 -0.792
C 3.760 1.829 -1.810
H 1.142 4.364 0.970
H 1.177 2.825 -0.024
C -2.562 -2.519 -1.170
H 3.121 1.644 -0.932
O -1.183 1.013 -3.093
H 3.461 2.774 -2.250
H 1.820 -3.412 -1.354
H 1.695 -0.395 0.078
O 1.686 4.655 -0.975
H -1.544 -2.226 -1.436
H -2.450 1.547 2.182
H -0.172 -0.754 1.588
H -3.852 1.291 3.215
O 1.592 -2.654 3.006
H -1.754 1.119 -2.315
*
```

Density functional theory data (ωB97M-V/def2-TZVPD) for a cluster of 10 separate species, C6H32O10 in total in a non-equilibrium geometry.

Values from the calculation:
- LUMO level: -0.269 eV
- HOMO level: -10.15 eV
- Structure (SMILES): CC(C)O.CC(C)O.O.O.O.O.O.O.O.O
- Energy relative to the best compared isomer or geometry (same formula, charge and spin): 0.0 kJ/mol

```
! RIJCOSX wB97M-V def2-TZVPD def2/J DEFGRID3
* xyz 0 1
O -0.376 -0.272 0.058
C -0.134 -1.612 4.259
O -1.131 -0.799 -2.847
H 0.636 2.644 -4.847
H -2.781 2.601 -3.217
H -3.578 0.827 3.326
H -0.827 0.155 -2.804
C 0.455 3.469 -4.150
H -1.089 -0.698 0.564
H 1.873 -4.125 2.966
H -2.450 -2.493 1.880
O 1.604 -2.966 5.295
H 1.588 -2.715 -2.732
C 1.171 -2.387 4.043
H 1.941 -1.670 3.734
H -0.461 -0.610 -0.845
H 1.629 -2.276 5.966
O 3.468 -1.197 -0.512
H -0.661 3.750 -2.347
H -2.082 -0.762 -2.710
O 1.561 -1.756 -2.623
O -2.544 -1.679 1.368
H 2.946 1.420 -1.275
H 0.071 -0.700 4.834
H -2.705 0.194 2.231
O 2.129 1.932 -1.319
H -2.228 3.909 -4.294
H 0.692 -1.495 -2.978
H 1.405 3.625 -3.640
H 2.842 -1.508 -1.197
H 1.720 1.853 -0.423
H 0.170 4.382 -4.673
H -0.610 -1.268 3.339
H -0.825 -2.218 4.850
H 0.194 -4.176 3.554
H 2.909 -0.717 0.109
C 0.958 -3.547 3.099
H 0.681 -3.195 2.104
C -1.986 2.931 -3.887
H 0.530 1.838 -2.102
H 0.717 2.276 1.961
C -0.656 3.036 -3.184
H -3.474 -1.649 1.104
O 1.151 1.746 1.283
O -0.316 1.761 -2.587
H -1.887 2.179 -4.674
H 0.569 0.967 1.174
O -2.813 0.997 2.766
*
```

Density functional theory data (ωB97M-V/def2-TZVPD) for a cluster of 11 separate species, C6H34O10 in total in a non-equilibrium geometry.

Values from the calculation:
- LUMO level: -0.259 eV
- HOMO level: -10.51 eV
- Structure (SMILES): CCCC(C)C.O.O.O.O.O.O.O.O.O.O
- Energy relative to the best compared isomer or geometry (same formula, charge and spin): 457.2 kJ/mol

```
! RIJCOSX wB97M-V def2-TZVPD def2/J DEFGRID3
* xyz 0 1
H -1.256 -0.759 3.388
H 2.290 2.933 -2.039
O -1.576 0.029 3.799
O 1.718 2.197 -2.263
H -0.971 4.243 1.425
C -2.058 -0.868 -2.524
O 1.537 -1.658 -3.356
H 2.598 0.234 -0.783
H -1.262 0.487 3.116
H -1.084 -1.552 -0.818
O 3.756 -2.733 -1.398
H 1.723 -3.742 0.766
H -1.448 -2.551 1.985
H -0.277 0.706 -0.109
O -0.971 -1.674 1.841
H -3.738 1.474 1.285
H -2.812 -1.361 -3.114
H -0.582 1.630 -1.521
C -0.757 1.514 -0.447
H 3.690 -1.920 -0.763
H 0.943 -4.282 -0.431
H -3.000 1.473 -1.084
H -0.377 -1.858 1.134
H 1.711 -1.819 2.488
H -2.620 -2.271 -1.244
H 3.618 2.519 1.857
H 3.517 0.480 0.291
H -2.871 3.189 0.798
C -2.616 -0.314 -0.042
H -2.262 0.217 -2.777
C -2.826 2.092 0.990
O -0.023 4.400 1.189
H 0.336 3.473 1.111
H 2.142 -1.919 3.927
C -2.097 -1.273 -1.084
H 2.265 2.236 1.291
O 2.494 -1.957 3.019
H -0.474 2.494 -0.003
H -2.332 -0.678 1.018
H 2.156 -1.363 -3.933
H 2.984 -2.834 -2.004
H -3.707 -0.522 0.030
O 3.257 2.421 1.050
H 0.780 2.511 -1.979
H -1.133 -1.179 -3.080
O 3.484 0.129 -0.621
C -2.264 1.250 -0.217
O 0.964 -3.797 0.250
H 1.773 -1.451 -2.553
H -2.342 2.003 2.135
*
```

Molecular weight for every record listed, in sequence, given in g mol⁻¹: 88.1; 166.1; 206.1; 264.3; 264.3; 266.3.